25
Properties=species:S:1:pos:R:3 method="wB97M-V/def2-TZVPD" gap_ev=3.9788 charge=-1 e_tot_ev=-81079.67900
C 0.798 -2.277 -2.272
C 0.276 -3.014 -0.930
Br 0.875 -1.901 0.671
C -1.320 -3.238 -0.750
C -2.307 -2.483 -1.802
H 0.084 -2.330 -3.188
H 1.276 -1.227 -2.104
H 0.844 -4.059 -0.825
H -1.535 -4.409 -0.775
H -1.628 -2.886 0.348
H -2.034 -1.329 -1.810
H -3.440 -2.568 -1.476
H -2.213 -2.941 -2.900
C 0.843 1.361 1.688
C -0.119 2.446 1.292
O -1.294 2.209 1.022
N 0.344 3.728 1.237
C 1.676 4.210 1.514
H 0.327 0.397 1.687
H 1.668 1.312 0.972
H 1.224 1.548 2.696
H -0.364 4.398 0.963
H 1.610 4.939 2.325
H 2.051 4.705 0.616
H 2.359 3.408 1.800

---

88
Properties=species:S:1:pos:R:3 method="wB97M-V/def2-TZVPD" gap_ev=5.1986 charge=-1 e_tot_ev=-114006.57491
N -2.019 0.959 -1.378
C -2.307 2.442 -1.630
C -1.092 3.070 -2.483
B -0.339 4.353 -1.785
B -1.345 5.575 -1.292
N -0.942 6.404 -0.058
O -2.619 5.956 -1.903
H -2.967 0.569 -1.156
H -1.552 0.973 -0.440
H -2.459 2.909 -0.596
H -3.279 2.526 -2.256
H -0.292 2.233 -2.604
H -1.487 3.286 -3.547
H 0.356 4.002 -0.881
H 0.406 4.843 -2.602
H 0.046 6.154 0.157
H -1.489 5.958 0.718
H -3.299 5.708 -1.213
C -7.056 6.328 1.434
S -5.286 6.401 1.074
O -5.030 5.498 -0.090
C -4.759 5.522 2.562
H -7.595 6.790 0.605
H -7.373 5.289 1.538
H -7.264 6.879 2.353
H -5.220 4.534 2.594
H -5.040 6.099 3.445
H -3.673 5.415 2.531
C 0.456 -3.531 -0.336
S 0.982 -1.808 -0.472
O 0.216 -1.030 0.553
C 0.211 -1.493 -2.074
H 0.801 -3.921 0.620
H -0.632 -3.592 -0.382
H 0.900 -4.113 -1.145
H -0.863 -1.676 -2.013
H 0.662 -2.139 -2.830
H 0.384 -0.448 -2.337
C -2.865 -4.677 2.687
S -1.095 -4.594 2.336
O -0.824 -5.530 1.198
C -0.566 -5.427 3.849
H -3.403 -4.243 1.844
H -3.170 -5.717 2.816
H -3.084 -4.104 3.590
H -1.017 -6.420 3.905
H -0.859 -4.831 4.715
H 0.521 -5.523 3.828
C 0.580 1.387 2.180
S -0.889 2.068 2.978
O -2.017 1.989 1.996
C -0.310 3.779 2.998
H 0.427 0.318 2.025
H 0.740 1.874 1.216
H 1.447 1.538 2.825
H -0.099 4.112 1.980
H 0.589 3.852 3.613
H -1.095 4.404 3.429
C 5.805 -0.139 3.066
S 5.109 1.269 2.171
O 3.706 1.461 2.655
C 5.010 0.445 0.568
H 5.915 0.139 4.115
H 5.135 -0.998 2.986
H 6.784 -0.386 2.651
H 4.390 -0.450 0.646
H 6.012 0.179 0.228
H 4.558 1.135 -0.146
C 4.476 1.806 -3.917
S 4.642 0.013 -3.784
O 4.723 -0.322 -2.327
C 6.320 -0.070 -4.450
H 3.502 2.093 -3.515
H 5.264 2.297 -3.343
H 4.535 2.101 -4.966
H 6.992 0.539 -3.843
H 6.320 0.285 -5.482
H 6.650 -1.110 -4.426
C -0.013 -7.886 -0.962
S -1.484 -8.927 -1.081
O -1.204 -10.188 -0.325
C -1.304 -9.301 -2.840
H 0.098 -7.563 0.074
H 0.869 -8.454 -1.264
H -0.135 -7.010 -1.602
H -0.340 -9.779 -3.022
H -1.383 -8.379 -3.418
H -2.107 -9.980 -3.132

---

17
Properties=species:S:1:pos:R:3 method="wB97M-V/def2-TZVPD" gap_ev=6.2958 charge=-1 smiles="C=C(N)CCC[O-]" e_tot_ev=-8883.71076 de_lowest_kcal_mol=9.4
C -0.285 1.964 -0.244
O -0.294 2.570 -1.441
C -1.013 0.598 -0.317
C -0.784 -0.488 0.760
C 0.441 -1.326 0.566
C 0.377 -2.667 0.587
N 1.537 -0.663 0.085
H -0.744 2.573 0.584
H 0.744 1.823 0.199
H -0.750 0.180 -1.289
H -2.074 0.830 -0.395
H -0.749 0.029 1.736
H -1.692 -1.072 0.881
H 1.185 -3.262 0.167
H -0.548 -3.186 0.787
H 2.400 -1.144 -0.091
H 1.417 0.242 -0.341